Formula: C32H16AsF6MnN8
Source: the OMol25 dataset
Level of theory: the ωB97M-V functional and the def2-TZVPD basis

Properties
⟨S²⟩: 8.86
2S+1: 6
HOMO-LUMO gap (alpha / beta) in eV: 4.88 / 6.61
LUMO level (alpha / beta) in eV: -5.1438 / -5.8722
Charge: +1
Largest force on an atom in eV/Å: 0.39
Calculated total energy in eV: -153829.81996

Cartesian coordinates (Å):
Mn -0.036 0.053 -0.040
C 2.070 -4.422 -4.186
C 0.735 -4.455 -4.593
C -0.252 -3.762 -3.902
C 0.153 -3.028 -2.803
C -0.584 -2.186 -1.874
N -1.886 -2.054 -1.892
C -2.527 -1.248 -1.070
C -3.975 -1.225 -0.939
C -4.968 -1.995 -1.519
C -6.280 -1.695 -1.170
C -6.579 -0.666 -0.277
C -5.578 0.108 0.300
C -4.274 -0.194 -0.051
C -3.002 0.395 0.340
N -2.903 1.456 1.112
C -1.749 1.882 1.566
N -0.532 1.254 1.445
C 0.390 1.976 2.158
N 1.648 1.663 2.376
C 2.229 0.640 1.799
N 1.729 -0.150 0.796
C 2.694 -1.052 0.436
N 2.642 -1.924 -0.541
C 1.543 -2.132 -1.229
N 0.290 -1.647 -0.954
C 1.484 -2.999 -2.395
C 2.469 -3.695 -3.071
C 3.868 -0.864 1.278
C 5.086 -1.516 1.318
C 6.011 -1.063 2.253
C 5.722 0.003 3.105
C 4.495 0.657 3.057
C 3.578 0.198 2.130
C -0.251 3.145 2.736
C 0.247 4.176 3.513
C -0.654 5.161 3.901
C -1.999 5.101 3.533
C -2.496 4.058 2.760
C -1.593 3.087 2.366
N -1.981 -0.281 -0.272
H 2.807 -4.974 -4.751
H 0.466 -5.030 -5.467
H -1.286 -3.789 -4.212
H -4.731 -2.788 -2.213
H -7.087 -2.269 -1.603
H -7.611 -0.465 -0.032
H -5.803 0.909 0.988
H 3.499 -3.665 -2.748
H 5.307 -2.335 0.650
H 6.976 -1.544 2.320
H 6.471 0.330 3.812
H 4.266 1.487 3.710
H 1.288 4.211 3.796
H -0.308 5.992 4.500
H -2.668 5.886 3.857
H -3.536 4.011 2.473
F -0.492 1.042 -2.029
As 1.031 1.954 -2.443
F 0.113 3.396 -2.517
F 0.803 1.592 -4.095
F 2.524 2.748 -2.657
F 1.833 0.400 -2.181
F 1.150 2.140 -0.660